(1)
A molecular structure, C17H32IrNO12P3. Source: the Open Molecules 2025 dataset; level of theory: the ωB97M-V functional and the def2-TZVPD basis.

Summary:
Highest occupied orbital energy ... -10.59 eV
Frontier orbital gap ... 7.9 eV
Largest force on an atom ... 0.0370 Eh/bohr
LUMO energy ... -2.699 eV
ΔE to the lowest compared entry with this formula, charge and spin ... 35.3 kcal per mole
Net charge ... +1

Each line ends with the natural charge from an NBO analysis.
Geometry (Å):
Ir1 -0.03611 -0.03701 -0.14114  1.072
P1 2.10260 0.58477 -0.53370  2.128
P2 0.42328 -2.61688 -0.50334  2.355
P3 -2.55142 -2.00810 -0.22700  2.389
O1 -5.05308 4.13150 -1.02021  -0.465
O2 -1.47224 1.10988 -0.88916  -0.666
O3 1.32116 -3.91168 -0.73124  -1.000
O4 2.88015 1.13224 0.73971  -0.850
O5 0.79979 -1.89367 0.80320  -1.079
O6 0.28654 1.54337 1.10024  -0.638
O7 -2.39239 -1.42948 -1.71642  -1.003
O8 0.46378 -1.61974 -1.63257  -1.030
O9 2.14027 1.79138 -1.54133  -0.819
O10 -3.89920 -2.58812 -0.09990  -1.103
O11 3.09663 -0.42634 -1.22657  -0.835
O12 -1.87068 -1.11470 0.77112  -1.157
N1 -1.30899 -3.88629 1.11073  -0.699
C1 -0.12906 2.74271 1.04956  0.602
C2 -3.13473 4.71291 0.13713  -0.298
C3 4.95336 -1.34303 0.11298  -0.635
C4 -3.28058 2.51863 -0.93919  -0.421
C5 -1.25829 -3.34593 -0.30944  -0.629
C6 -5.85884 3.21938 -1.75825  -0.260
C7 3.25823 2.70768 -1.71772  -0.056
C8 4.56631 2.05154 -2.08623  -0.641
C9 -3.83793 3.74157 -0.63166  0.408
C10 -1.90672 4.41331 0.62602  -0.100
C11 2.76565 0.68892 2.11721  -0.064
C12 -1.98673 2.21703 -0.46668  0.552
C13 -1.59502 -4.44891 -1.29243  -0.653
C14 -1.30722 3.14554 0.38614  -0.359
C15 4.02503 1.10156 2.83968  -0.631
C16 0.71787 3.72260 1.80160  -0.702
C17 3.83463 -1.60465 -0.86549  -0.047
H1 5.57653 -0.50951 -0.20869  0.222
H2 5.28237 2.83833 -2.32635  0.231
H3 1.88334 1.15992 2.54321  0.207
H4 -3.78410 1.78922 -1.55158  0.234
H5 -2.23588 -4.28997 1.28450  0.453
H6 3.34704 3.29263 -0.80096  0.186
H7 5.58091 -2.23353 0.16948  0.232
H8 1.66101 3.26437 2.08287  0.236
H9 -2.64326 -4.73151 -1.18689  0.254
H10 4.23592 -1.94207 -1.82148  0.200
H11 -3.61076 5.66344 0.32616  0.240
H12 -0.59612 -4.59489 1.29624  0.433
H13 -1.38043 5.13643 1.23362  0.220
H14 4.89853 0.55505 2.49246  0.215
H15 3.90558 0.91554 3.90722  0.229
H16 2.91795 3.36529 -2.51551  0.205
H17 -3.25604 -1.34661 -2.14156  0.522
H18 4.45493 1.41241 -2.96006  0.225
H19 4.97751 1.46153 -1.27011  0.210
H20 0.91082 4.59969 1.18433  0.246
H21 4.58269 -1.14416 1.11379  0.207
H22 3.15598 -2.35826 -0.48625  0.184
H23 -1.16786 -3.08596 1.74672  0.479
H24 -5.39564 2.99017 -2.71994  0.186
H25 4.20977 2.16663 2.70160  0.220
H26 -6.01981 2.30105 -1.19077  0.188
H27 -0.96136 -5.32924 -1.16845  0.218
H28 -1.45674 -4.06756 -2.30393  0.260
H29 1.58898 -4.07570 -1.64686  0.536
H30 -6.80514 3.72547 -1.91894  0.214
H31 0.20308 4.06253 2.70151  0.253
H32 2.60512 -0.39090 2.12207  0.192

(2)
C2H5NO2S in the gas phase. Source: the Open Molecules 2025 dataset; level of theory: the ωB97M-V functional and the def2-TZVPD basis.

Summary:
Highest occupied orbital energy ... -10.59 eV
Frontier orbital gap ... 10.1 eV
Largest force on an atom ... 0.1260 Eh/bohr
LUMO energy ... -0.520 eV
ΔE to the lowest compared entry with this formula, charge and spin ... 65.6 kcal per mole
SMILES ... C/C=N/[SH](=O)=O

Each line ends with the natural charge from an NBO analysis.
Geometry (Å):
S1 -2.94154 -0.04148 -0.24894  2.103
O1 -3.70595 0.81075 0.65281  -0.924
O2 -3.02428 -1.46877 -0.14727  -0.927
N1 -1.35303 0.50848 -0.40345  -0.723
C1 0.99431 0.44606 0.39786  -0.716
C2 -0.33201 -0.14339 0.37889  0.223
H1 1.06968 1.28262 -0.21297  0.249
H2 -3.36451 0.45496 -1.44621  -0.020
H3 1.84468 -0.21717 0.22099  0.261
H4 -0.50255 -1.10556 0.89274  0.207
H5 1.37810 0.49594 1.45253  0.266

(3)
C6H4O in the gas phase. Source: the Open Molecules 2025 dataset; level of theory: the ωB97M-V functional and the def2-TZVPD basis.

Summary:
Highest occupied orbital energy ... -8.94 eV
Frontier orbital gap ... 8.9 eV
Largest force on an atom ... 0.0110 Eh/bohr
LUMO energy ... 0.010 eV
ΔE to the lowest compared entry with this formula, charge and spin ... 65.8 kcal per mole

Each line ends with the natural charge from an NBO analysis.
Geometry (Å):
O1 -0.22520 0.89561 0.88605  -0.378
C1 -0.57310 0.29294 -0.31977  0.145
C2 -2.05401 0.10423 -0.65074  -0.402
C3 0.47397 -0.52533 -0.69832  -0.155
C4 -1.67245 1.15794 -1.28595  0.006
C5 0.98436 0.45332 1.21506  0.175
C6 1.46937 -0.43990 0.29695  -0.340
H1 0.48586 -1.11879 -1.60411  0.239
H2 1.40315 0.84443 2.13364  0.211
H3 2.40892 -0.97215 0.34895  0.239
H4 -2.70086 -0.69231 -0.32177  0.260